Entry 1:
DFT (ωB97M-V/def2-TZVPD) results for C34H26N4P2Pd as an isolated structure.

Geometry as XYZ:
```
67
Properties=species:S:1:pos:R:3:forces:R:3
Pd 0.5944 -0.2957 0.8839 0.085 0.109 -0.115
C 2.1420 -2.1970 -1.1778 -0.087 -0.043 -0.162
P 0.3576 -1.9612 -0.7985 0.201 0.009 0.237
C -0.3052 -3.5774 -0.3223 -0.040 0.006 -0.164
C -0.1148 -4.6796 -1.1566 0.004 0.002 -0.033
C -0.6230 -5.9165 -0.8004 -0.010 -0.006 0.031
C -1.3280 -6.0588 0.3892 0.001 -0.021 -0.020
C -1.5232 -4.9666 1.2186 -0.002 0.004 0.019
C -1.0119 -3.7260 0.8639 -0.046 0.015 0.054
C -0.4890 -1.4966 -2.3240 0.057 -0.220 -0.137
C -1.7672 -0.9626 -2.2024 -0.145 0.054 0.004
C -2.5072 -0.6478 -3.3324 -0.056 0.014 0.123
C -1.9698 -0.8568 -4.5919 0.121 -0.053 -0.086
C -0.6890 -1.3825 -4.7218 -0.103 0.069 -0.010
C 0.0471 -1.7083 -3.5942 0.041 0.110 0.063
C 2.7109 -0.8158 -1.2528 0.053 -0.188 0.004
C 3.4631 -0.1335 -2.1842 -0.029 -0.023 0.019
C 3.5187 1.2206 -1.7449 -0.009 -0.042 0.028
C 2.8002 1.2791 -0.5727 -0.210 0.136 0.039
C 2.2864 2.4052 0.2638 0.026 0.167 0.059
P 0.4830 2.0550 0.5008 0.146 -0.242 0.303
C -0.3795 2.9785 -0.7792 -0.010 0.099 -0.065
C -0.7105 2.3220 -1.9595 0.034 -0.070 -0.019
C -1.3075 3.0179 -3.0011 0.015 0.001 -0.013
C -1.5732 4.3707 -2.8650 -0.011 0.034 -0.019
C -1.2318 5.0358 -1.6933 0.011 0.005 0.010
C -0.6299 4.3463 -0.6549 -0.002 -0.020 0.022
C -0.0312 2.6681 2.1308 -0.041 0.127 -0.103
C 0.7671 2.3948 3.2448 0.046 -0.086 0.041
C 0.3188 2.6856 4.5237 0.003 -0.015 -0.006
C -0.9363 3.2507 4.7061 0.041 -0.021 0.022
C -1.7411 3.5150 3.6076 0.001 0.005 0.030
C -1.2967 3.2201 2.3288 -0.048 0.055 -0.069
N 2.3403 0.0342 -0.2560 0.048 0.042 -0.100
H 2.2922 -2.7750 -2.0902 0.015 0.026 -0.006
H 2.5554 -2.7797 -0.3495 -0.043 0.024 0.037
H 0.4266 -4.5745 -2.0902 -0.003 0.022 0.001
H -0.4708 -6.7700 -1.4476 0.002 -0.001 -0.006
H -1.7238 -7.0264 0.6686 0.001 -0.004 0.002
H -2.0647 -5.0762 2.1487 -0.006 -0.001 0.004
H -1.1457 -2.8786 1.5234 -0.036 -0.028 -0.038
H -2.1814 -0.7724 -1.2168 0.014 -0.040 -0.030
H -3.5006 -0.2321 -3.2223 0.003 -0.002 -0.017
H -2.5447 -0.6091 -5.4744 -0.001 0.006 -0.012
H -0.2599 -1.5358 -5.7030 -0.014 -0.008 -0.012
H 1.0465 -2.1027 -3.7167 0.015 -0.014 0.049
H 3.9212 -0.5482 -3.0679 0.025 -0.012 -0.013
H 4.0256 2.0426 -2.2238 0.012 0.003 -0.032
H 2.4368 3.3739 -0.2138 -0.080 0.004 0.012
H 2.7450 2.4475 1.2551 0.029 -0.033 -0.016
H -0.4897 1.2671 -2.0709 -0.009 0.041 0.025
H -1.5584 2.4984 -3.9167 -0.007 -0.003 0.001
H -2.0414 4.9155 -3.6745 -0.004 -0.006 -0.005
H -1.4310 6.0943 -1.5907 -0.005 0.005 -0.006
H -0.3625 4.8667 0.2569 0.012 0.009 -0.019
H 1.7373 1.9197 3.1453 0.001 0.025 -0.097
H 0.9528 2.4417 5.3668 -0.047 0.011 0.020
H -1.2925 3.4708 5.7036 0.011 -0.001 0.008
H -2.7241 3.9459 3.7456 -0.002 -0.002 -0.001
H -1.9419 3.4228 1.4827 0.008 -0.037 0.017
N 0.9088 -1.7889 2.3804 0.067 0.014 0.211
C 0.7538 -1.6589 3.5326 -0.060 -0.141 -0.153
C 0.5794 -1.5319 4.8894 0.114 0.100 -0.109
C 1.4813 -0.7120 5.6026 0.092 0.097 0.169
N 2.2131 -0.0256 6.1722 0.009 0.058 -0.034
C -0.5411 -2.1206 5.5142 -0.178 -0.111 0.060
N -1.4651 -2.6054 6.0046 -0.022 -0.018 0.000
```
Positions in Å, forces in eV/Å.

The value obtained for the LUMO energy (alpha / beta) is 0.15 / -1.94 eV. As for the energy relative to the best compared isomer or geometry (same formula, charge and spin): 0.000 eV. The calculation puts the orbital gap (alpha / beta) at 8.0 / 5.9 eV. As for the spin multiplicity: 3.

Results of the Löwdin charge analysis, in e, for atoms 1 through 6: 0.6394 -0.2457 1.0101 -0.3550 -0.0850 -0.0769

***

Entry 2:
DFT (ωB97M-V/def2-TZVPD) results for C34H26N5O4S4SbSe4Tc as an isolated structure.

Geometry as XYZ:
```
79
Properties=species:S:1:pos:R:3:forces:R:3
Tc -0.0820 -0.0633 -0.5101 -0.646 -0.022 0.695
S -0.4738 0.4725 4.2337 -0.056 0.116 -0.115
C -1.6184 -0.5712 3.5137 0.019 -0.053 0.042
C -1.4472 -0.6422 2.1721 -0.013 -0.017 0.068
C -0.3844 0.1682 1.6510 0.128 -0.035 -0.321
C 0.2200 0.8583 2.6697 -0.118 -0.214 -0.006
C 1.3423 1.7991 2.6881 0.160 0.050 0.046
C 2.2674 1.7662 3.7446 0.070 -0.076 0.010
C 3.3183 2.6572 3.7644 0.006 0.001 0.010
C 3.4504 3.5686 2.7250 0.005 0.007 -0.006
C 2.4947 3.5341 1.7260 0.046 -0.004 0.001
N 1.4614 2.7008 1.7074 -0.072 0.029 0.028
H -2.3544 -1.0814 4.1161 0.003 -0.009 0.010
H -2.0618 -1.2621 1.5369 -0.021 0.004 -0.015
H 2.1694 1.0114 4.5141 -0.008 0.018 -0.035
H 4.0428 2.6261 4.5699 0.002 0.002 -0.009
H 4.2718 4.2713 2.6811 0.006 0.002 -0.007
H 2.5635 4.2142 0.8806 -0.006 0.030 0.010
Se 4.0960 0.9130 -3.6585 0.004 -0.023 -0.054
Sb 2.7051 -0.7754 -2.5796 0.020 0.170 0.082
Se 2.3931 -0.0257 -0.1711 0.107 0.055 0.024
Se 0.2821 -0.1553 -3.0076 0.117 -0.083 -0.387
Se 3.2233 -3.1075 -2.8051 0.006 -0.049 0.010
O -2.1341 -0.0713 -0.6770 0.220 0.050 -0.067
C -3.3320 -0.4501 -1.2329 -0.079 -0.046 -0.014
C -4.4486 -0.2345 -0.1921 0.026 -0.004 0.001
C -4.3776 0.5373 0.9225 -0.024 -0.017 -0.013
C -5.6036 0.5726 1.6484 0.017 0.006 0.023
C -6.5826 -0.1713 1.0686 -0.001 0.001 -0.055
S -6.0190 -0.9352 -0.3618 0.009 -0.007 0.054
C -3.3854 -1.9267 -1.6344 0.022 0.044 -0.037
C -3.3551 -2.9752 -0.7609 -0.014 0.033 -0.009
C -3.4083 -4.2379 -1.4023 0.009 -0.007 0.010
C -3.4854 -4.1209 -2.7576 -0.002 0.024 -0.001
S -3.4759 -2.4888 -3.2504 -0.010 -0.020 0.026
C -3.6705 0.4623 -2.4164 0.046 0.024 0.028
C -4.7159 0.4346 -3.2948 0.017 -0.010 0.010
C -4.7021 1.5248 -4.2040 -0.029 0.009 -0.030
C -3.6516 2.3643 -3.9842 0.005 -0.016 0.035
S -2.6770 1.8317 -2.6852 -0.020 -0.020 -0.038
H -3.4706 1.0515 1.1944 0.063 0.046 0.033
H -5.7395 1.1234 2.5693 0.008 0.000 0.007
H -7.5914 -0.3313 1.4148 -0.015 0.000 -0.008
H -3.2931 -2.8346 0.3098 -0.003 -0.007 0.005
H -3.3705 -5.1853 -0.8828 0.001 -0.003 0.008
H -3.5053 -4.9110 -3.4905 -0.007 -0.010 -0.015
H -5.4709 -0.3376 -3.2881 -0.014 -0.006 -0.009
H -5.4337 1.6695 -4.9874 -0.009 -0.004 -0.006
H -3.3901 3.2512 -4.5389 0.010 0.013 -0.001
C 0.9261 5.4342 -1.5212 -0.011 -0.035 0.012
N 0.3340 4.3069 -0.8552 0.041 0.069 -0.033
C -0.8081 4.3588 0.0093 -0.071 -0.027 0.016
C -1.0989 2.8753 0.2213 0.053 0.104 0.204
O -1.9427 2.4957 0.9903 -0.094 -0.014 -0.080
N -0.2437 2.1328 -0.5739 0.139 0.020 -0.211
C 0.5753 3.0131 -1.1815 -0.169 0.003 0.114
N 1.5327 2.7221 -2.0241 0.069 0.011 -0.066
H 0.5638 6.3440 -1.0467 0.001 0.002 0.000
H 0.6673 5.4705 -2.5853 0.007 0.013 -0.007
H 2.0155 5.4224 -1.4264 0.006 0.004 -0.013
H -1.6754 4.8358 -0.4578 0.000 0.006 -0.012
H -0.5959 4.8321 0.9696 0.008 -0.032 -0.001
H 1.7283 1.7601 -2.2694 -0.064 -0.053 -0.070
H 2.1033 3.4184 -2.4666 0.053 0.002 0.062
O 1.0655 -2.2756 1.8385 -0.062 -0.024 0.009
C 0.6450 -2.7857 0.8261 0.058 0.132 -0.072
N 0.0596 -2.1583 -0.2789 0.065 -0.122 0.151
C -0.2003 -3.1288 -1.2560 -0.058 0.139 -0.027
O -0.6704 -2.9678 -2.3527 0.034 -0.050 -0.013
C 0.1917 -4.4633 -0.7050 0.031 -0.029 0.055
C 0.1160 -5.7206 -1.2658 0.003 -0.001 -0.011
C 0.5690 -6.7865 -0.4955 0.001 -0.008 -0.003
C 1.0816 -6.5809 0.7856 0.000 0.001 0.001
C 1.1551 -5.3031 1.3312 -0.006 0.009 0.011
C 0.6940 -4.2584 0.5561 -0.023 -0.079 -0.026
H -0.2683 -5.8511 -2.2691 -0.002 -0.007 -0.007
H 0.5366 -7.7932 -0.8957 -0.003 -0.006 -0.007
H 1.4348 -7.4320 1.3565 0.003 0.000 0.004
H 1.5610 -5.1216 2.3182 0.003 0.001 0.003
```
Positions in Å, forces in eV/Å.

The net charge is -2. The value obtained for the LUMO energy (alpha / beta) is 3.76 / 3.76 eV. As for the energy relative to the best compared isomer or geometry (same formula, charge and spin): 0.000 eV. The calculation puts the orbital gap (alpha / beta) at 5.9 / 5.9 eV. As for the spin multiplicity: 4.

Results of the Löwdin charge analysis, in e, for atoms 1 through 6: 1.1197 0.9774 -0.4289 -0.2416 -0.2989 -0.5030

***

Entry 3:
DFT (ωB97M-V/def2-TZVPD) results for C34H26N6RuS2 as an isolated structure at a distorted geometry.

Geometry as XYZ:
```
69
Properties=species:S:1:pos:R:3:forces:R:3
Ru -0.0872 0.4597 0.1218 0.419 1.709 -0.922
S -1.9163 -1.0848 4.0988 0.562 0.426 -0.581
C -0.5385 -0.1659 4.5499 -0.391 -0.200 -0.160
C 0.1059 0.3849 3.4841 0.442 0.246 -0.180
C -0.4827 0.0573 2.2361 -0.408 -0.307 -1.905
C -1.6081 -0.7335 2.4132 0.387 0.219 0.663
C -2.4624 -1.2314 1.3674 -0.501 -0.273 -0.341
C -3.6749 -1.8934 1.6100 0.210 0.087 -0.136
C -4.4493 -2.3011 0.5438 0.184 0.094 0.006
C -3.9928 -2.0708 -0.7509 0.179 0.080 -0.005
C -2.7702 -1.4448 -0.9107 -0.198 -0.137 -0.231
N -2.0370 -1.0205 0.1093 0.632 0.440 0.970
H -0.2806 -0.0953 5.5904 0.086 0.092 0.126
H 0.9768 1.0130 3.5939 0.093 -0.012 0.001
H -3.9840 -2.0674 2.6288 -0.117 -0.011 0.060
H -5.3938 -2.7954 0.7116 -0.077 -0.041 0.021
H -4.5676 -2.3650 -1.6146 -0.006 -0.080 -0.055
H -2.3501 -1.2811 -1.8973 -0.050 0.028 -0.024
C 3.2517 -0.6017 -0.0743 0.249 -0.501 0.009
N 2.2704 0.4568 -0.0696 -1.600 0.284 0.833
C 2.7501 1.6500 -0.2380 -0.332 0.152 0.028
C 1.9227 2.7608 -0.4219 0.626 0.819 0.041
C 2.2699 4.1205 -0.6199 0.053 -1.247 0.207
C 1.0817 4.7983 -0.7462 -0.912 -0.353 -0.024
C 0.0554 3.8350 -0.6328 -0.158 0.892 -0.076
N 0.5558 2.6166 -0.4427 0.224 -2.275 0.981
C 3.7581 -0.8732 -1.4791 -0.055 -0.083 0.175
C 5.0315 -1.3955 -1.6647 -0.114 -0.029 0.001
C 5.4946 -1.6739 -2.9388 0.026 -0.014 -0.005
C 4.6904 -1.4239 -4.0385 0.012 -0.071 -0.073
C 3.4214 -0.8981 -3.8608 -0.031 0.005 -0.057
C 2.9596 -0.6161 -2.5866 -0.013 0.020 0.051
H 2.8105 -1.5132 0.3416 0.205 0.208 -0.004
H 4.1031 -0.3268 0.5630 -0.140 -0.104 -0.016
H 3.8293 1.8108 -0.2583 -0.030 -0.135 -0.100
H 3.2702 4.4999 -0.6660 0.242 0.156 -0.012
H 0.9310 5.8458 -0.9076 -0.040 0.234 -0.084
H -1.0002 4.0213 -0.6978 -0.160 -0.023 0.029
H 5.6638 -1.5831 -0.8088 0.070 -0.024 0.104
H 6.4848 -2.0827 -3.0703 0.095 -0.012 -0.036
H 5.0539 -1.6339 -5.0324 0.036 -0.021 -0.100
H 2.7934 -0.7027 -4.7183 -0.026 0.052 -0.070
H 1.9776 -0.1781 -2.4433 0.097 0.030 -0.060
N 1.4622 -5.0662 2.6568 0.099 -0.299 0.463
C 1.2641 -4.6117 1.6259 0.039 -0.110 0.073
C 1.0069 -3.9538 0.3959 -0.102 0.573 -0.633
C 1.0840 -4.5764 -0.8505 -0.115 0.196 0.176
C 0.8027 -3.8119 -1.9687 0.011 0.050 0.059
C 0.4904 -2.4676 -1.8143 0.008 -0.147 -0.193
N 0.4456 -1.8668 -0.6298 -0.030 0.454 0.486
C 0.6925 -2.5949 0.4531 0.084 -0.418 0.188
H 1.3523 -5.6207 -0.9267 -0.021 -0.016 -0.020
H 0.8362 -4.2422 -2.9568 0.017 -0.015 -0.078
H 0.2851 -1.8532 -2.6806 -0.013 0.011 -0.028
H 0.6595 -2.0913 1.4159 -0.051 -0.055 -0.115
S -4.5559 2.2375 -1.0945 0.575 0.041 0.190
C -2.9635 1.6118 -1.3485 -0.488 0.231 -0.094
N -2.1268 1.7517 -0.3778 0.741 -0.942 0.140
C -2.6862 2.4390 0.6720 -0.814 0.598 0.549
C -2.0281 2.8581 1.8296 0.172 -0.123 -0.062
C -2.7341 3.5710 2.7734 0.109 -0.115 -0.025
C -4.0863 3.8650 2.5884 -0.168 0.015 -0.148
C -4.7481 3.4934 1.4355 -0.077 0.064 0.117
C -4.0370 2.7906 0.4739 0.382 -0.276 -0.190
H -2.7154 1.1540 -2.2875 0.072 -0.221 -0.152
H -0.9738 2.6291 1.9417 -0.140 0.104 0.100
H -2.2391 3.9164 3.6682 0.067 -0.017 0.063
H -4.6229 4.4091 3.3496 -0.035 0.077 0.069
H -5.7837 3.7526 1.2789 -0.091 0.024 0.019
```
Positions in Å, forces in eV/Å.

The net charge is +1. The value obtained for the LUMO energy (alpha / beta) is -4.17 / -3.58 eV. The calculation puts the orbital gap (alpha / beta) at 6.2 / 6.8 eV. As for the spin multiplicity: 2.

Results of the Löwdin charge analysis, in e, for atoms 1 through 6: 1.2943 1.0676 -0.3883 -0.2025 -0.2501 -0.5245

***

Energy / eV: -63696.04828; -364789.16263; -68865.01515